{"formula": "C13H9N2O5PdSe", "method": "wB97M-V/def2-TZVPD", "charge": 1, "s_squared": 2.0178, "spin_multiplicity": 3, "de_lowest_kcal_mol": 20.7, "e_lumo_ev": [-3.86, -5.27], "homo_lumo_gap_ev": [6.75, 6.40], "symbols": ["O", "C", "Pd", "O", "C", "C", "O", "C", "O", "C", "O", "H", "C", "N", "C", "Se", "N", "C", "C", "C", "C", "C", "C", "H", "H", "H", "H", "H", "H", "H", "H"], "positions_angstrom": [[0.0850, 2.8073, -6.4597], [-0.0897, 3.3337, -5.4328], [0.1245, -1.0360, -3.0086], [-0.0983, 1.6476, -1.2163], [0.0662, 0.8838, -2.0648], [0.0566, -2.8837, -4.0836], [0.0505, -3.5409, -5.0213], [2.1078, -0.4546, -3.2174], [3.2645, -0.5554, -3.0692], [-1.7865, -0.5296, -3.2155], [-2.9431, -0.5692, -2.9758], [-0.2096, 0.5467, -3.7884], [2.1828, -0.2344, 0.9529], [0.7661, -0.3467, 1.2022], [-0.0940, -1.1714, 0.5355], [0.3386, -2.4268, -0.6642], [-1.3205, -0.9236, 1.0824], [-1.2102, -0.1315, 2.2327], [-2.1015, 0.1483, 3.2804], [-1.5972, 0.8701, 4.3767], [-0.2507, 1.2764, 4.4228], [0.6386, 0.9652, 3.3857], [0.1247, 0.2496, 2.2995], [2.5873, -1.1735, 0.5967], [2.7174, 0.0627, 1.8532], [2.3756, 0.5277, 0.2040], [-2.1966, -1.3417, 0.7836], [-3.1395, -0.2022, 3.1948], [-2.2604, 1.1181, 5.1997], [0.1161, 1.8403, 5.2702], [1.6952, 1.2434, 3.3447]]}

{"formula": "CH4", "method": "wB97M-V/def2-TZVPD", "charge": 0, "smiles": "C", "spin_multiplicity": 1, "de_lowest_kcal_mol": 23.7, "e_lumo_ev": 1.21, "homo_lumo_gap_ev": 13.23, "symbols": ["C", "H", "H", "H", "H"], "positions_angstrom": [[-0.1050, 0.0048, -0.0070], [-0.0330, -1.1109, -0.4819], [0.6069, 0.8879, -0.5869], [0.5681, -0.2162, 0.9446], [-1.0370, 0.4345, 0.1313]]}

{"formula": "C4H12NO2", "method": "wB97M-V/def2-TZVPD", "charge": -1, "spin_multiplicity": 1, "de_lowest_kcal_mol": 39.2, "e_lumo_ev": 3.84, "homo_lumo_gap_ev": 6.64, "symbols": ["C", "C", "C", "N", "C", "O", "H", "H", "H", "H", "H", "H", "H", "H", "H", "H", "H", "H", "O"], "positions_angstrom": [[0.3765, -1.3336, -1.0534], [0.5701, 0.1222, -0.5604], [2.0385, 0.5221, -0.2335], [-0.2031, 0.4297, 0.5683], [-0.7250, -0.5272, 1.7461], [0.2648, -0.9703, 2.5184], [-0.1051, -1.8320, -0.2075], [1.3011, -1.8495, -1.4022], [-0.4610, -1.1454, -1.7647], [0.2560, 0.7341, -1.3776], [2.5334, 0.1379, 0.6576], [2.1301, 1.6090, -0.2699], [2.8420, 0.2318, -1.0133], [0.0952, 1.2838, 0.9624], [-1.2773, -1.3207, 1.2075], [-1.5896, 0.1563, 2.1138], [-3.3550, 1.2180, -1.1420], [-2.0727, 0.9409, -0.1322], [-2.6191, 1.5929, -0.6177]]}

{"formula": "C20H43N2P3S2Sm", "method": "wB97M-V/def2-TZVPD", "charge": 3, "s_squared": 8.7914, "spin_multiplicity": 6, "e_lumo_ev": [-11.03, -9.37], "homo_lumo_gap_ev": [5.33, 6.99], "symbols": ["Sm", "P", "P", "P", "H", "C", "C", "H", "C", "C", "C", "C", "C", "C", "C", "C", "C", "H", "H", "H", "H", "H", "H", "H", "H", "H", "H", "H", "H", "H", "H", "H", "H", "H", "H", "H", "H", "H", "H", "H", "H", "H", "H", "H", "H", "H", "C", "C", "C", "C", "C", "C", "S", "H", "H", "H", "H", "H", "H", "S", "C", "N", "C", "C", "N", "H", "H", "H", "H", "H", "H"], "positions_angstrom": [[-0.4055, -0.6395, -1.1692], [1.8759, 0.8225, 0.5269], [-1.9856, 1.6713, -0.1014], [0.7059, 1.4695, -2.6403], [-0.7877, -3.4379, -0.3934], [0.2274, -3.5313, -0.8433], [1.2951, -2.9338, -0.2757], [1.3815, -2.6309, 0.7788], [2.4017, 0.4734, 2.2586], [1.6598, 2.6371, 0.7630], [3.5594, 0.7793, -0.2237], [-3.6560, 1.3120, -0.7919], [-2.4971, 1.9692, 1.6399], [-1.8074, 3.4294, -0.6067], [1.9952, 0.5686, -3.5928], [1.3979, 3.1494, -2.6969], [-0.6428, 1.6689, -3.8834], [0.3235, -4.0832, -1.7769], [2.1501, -2.6836, -0.9235], [2.3604, -0.5977, 2.4851], [1.7677, 1.0009, 2.9834], [3.4357, 0.8227, 2.3973], [0.8578, 2.8287, 1.4850], [1.3999, 3.1324, -0.1762], [2.5899, 3.0797, 1.1440], [3.8832, -0.2637, -0.3297], [4.2716, 1.2961, 0.4351], [3.5799, 1.2478, -1.2132], [-4.3088, 2.1788, -0.6108], [-4.0642, 0.4242, -0.2900], [-3.5821, 1.1210, -1.8716], [-3.1828, 2.8299, 1.6875], [-1.6163, 2.1810, 2.2601], [-3.0024, 1.0740, 2.0263], [-2.6764, 4.0002, -0.2433], [-1.7441, 3.5152, -1.6992], [-0.8958, 3.8417, -0.1532], [1.8317, 0.8520, -4.6388], [1.9056, -0.5233, -3.4961], [3.0052, 0.8679, -3.2814], [1.5411, 3.4104, -3.7555], [2.3672, 3.2009, -2.1845], [0.7049, 3.8701, -2.2439], [-0.1548, 1.7912, -4.8587], [-1.2621, 2.5505, -3.6664], [-1.2903, 0.7797, -3.9174], [-0.8320, -3.0222, -5.3159], [-1.8730, -2.8227, -6.2515], [-1.9043, -3.5068, -7.4672], [-0.9335, -4.4443, -7.7988], [0.0194, -4.7587, -6.8311], [0.0787, -4.0708, -5.6023], [-0.6500, -1.8985, -3.8203], [-0.9904, -2.6647, -2.7001], [-2.6944, -2.1603, -5.9862], [-2.7147, -3.3238, -8.1701], [-0.9660, -4.9612, -8.7706], [0.7365, -5.5568, -7.0572], [0.7896, -4.4001, -4.8377], [-1.2466, -1.1957, 1.6166], [-0.6136, -0.9339, 3.2114], [0.4203, -1.6059, 3.7904], [0.7057, -1.1772, 5.1490], [-0.2855, -0.0389, 5.3579], [-1.0403, -0.0323, 4.1129], [0.8358, -2.4134, 3.3676], [1.7504, -0.8667, 5.2237], [0.5213, -1.9598, 5.8927], [0.1955, 0.9321, 5.5093], [-0.9146, -0.2368, 6.2361], [-1.8558, 0.5669, 3.9737]]}

Record-wise electronic energy values, in eV: -95659.88676, -1100.78868, -9926.52416, -91833.52959
Record-wise max |F| values, in eV/A: 8.06, 6.63, 3.64, 2.01